ORCA calculation (wB97M-V/def2-TZVPD) on a cluster of 2 separate species, C29H35BO2S in total.

## Properties
Gap between HOMO and LUMO ... 2.258 eV
Multiplicity ... 1

```
68
Properties=species:S:1:pos:R:3:forces:R:3:lowdin_charge:R:1
C 2.26017 -3.67325 3.96771 0.0 -0.1 0.2 -0.0823
C 1.88840 -3.11888 2.62641 -0.1 0.2 -0.2 -0.3202
C 0.64060 -3.40762 2.07038 -0.1 0.1 -0.5 -0.0600
C 0.28364 -2.88643 0.81949 0.4 -0.5 1.0 -0.0411
C 1.17551 -2.07329 0.13623 -0.6 0.9 -1.2 -0.0927
B 0.72769 -1.38949 -1.29747 1.7 -3.7 0.1 -0.9570
C 1.11969 -2.47443 -2.47560 0.5 0.6 -0.4 -0.3757
C 2.19392 -2.37826 -3.33163 -0.6 -1.1 0.0 -0.1422
C 2.26733 -3.49644 -4.23823 -0.6 -0.4 0.0 -0.1552
C 1.23104 -4.39994 -4.10802 0.6 1.3 0.4 -0.6059
C 1.05736 -5.69113 -4.81298 0.0 -0.3 -0.1 -0.1378
S 0.12577 -3.85105 -2.85918 1.2 0.2 -0.3 1.0442
O -0.69109 -1.21434 -1.37154 -1.0 1.6 0.4 0.0326
C -0.84067 0.05441 -1.96997 0.6 0.4 0.3 -0.4816
C -0.91361 -0.11440 -3.48293 -0.1 0.3 -0.4 -0.0130
C -2.12324 0.68518 -1.44932 -0.1 0.2 -0.1 -0.0213
C 0.52128 0.83293 -1.51794 -0.7 -0.5 -0.6 -0.4736
C 0.94088 1.94886 -2.45851 -0.1 0.2 0.0 -0.0149
C 0.39775 1.34037 -0.08282 -0.2 0.2 0.5 -0.0241
O 1.48812 -0.19450 -1.56107 -0.7 1.4 -0.1 0.0466
C 2.42185 -1.78733 0.66799 0.3 -0.4 0.8 -0.0399
C 2.77561 -2.30139 1.92040 -0.1 0.0 -0.2 -0.0622
H 3.25737 -3.33381 4.24896 0.0 -0.1 0.1 0.0638
H 1.54924 -3.34276 4.73262 0.1 -0.1 0.0 0.0677
H 2.25073 -4.76860 3.96191 0.0 0.1 0.1 0.0763
H -0.05580 -4.05149 2.61090 0.1 0.1 0.0 0.1015
H -0.67980 -3.14168 0.38084 0.1 0.2 0.1 0.1089
H 2.92748 -1.57276 -3.33107 -0.3 -0.1 0.2 0.1038
H 3.07289 -3.62816 -4.96210 -0.2 -0.1 0.1 0.0950
H 1.85459 -5.80914 -5.55519 -0.2 -0.1 0.1 0.0723
H 1.12729 -6.51798 -4.09585 -0.1 0.0 -0.2 0.0697
H 0.08963 -5.74948 -5.32392 0.1 -0.1 0.0 0.0671
H -1.10728 0.85406 -3.96836 0.0 -0.2 0.0 0.0827
H 0.00850 -0.54813 -3.89496 -0.3 0.1 0.2 0.0930
H -1.74701 -0.78726 -3.73086 0.2 0.1 0.1 0.0959
H -2.22042 1.72007 -1.80336 0.0 -0.1 0.0 0.0793
H -2.97842 0.11033 -1.82457 0.1 0.1 0.1 0.0888
H -2.14786 0.67378 -0.35433 0.0 0.0 -0.1 0.0692
H 0.18858 2.74850 -2.48040 0.0 -0.1 0.0 0.0793
H 1.88637 2.38636 -2.11601 -0.1 -0.1 0.0 0.0861
H 1.08385 1.57136 -3.47660 0.0 0.1 0.3 0.0858
H -0.25749 2.22273 -0.00731 0.1 -0.2 -0.1 0.0580
H -0.00414 0.55343 0.57753 0.1 0.1 -0.2 0.0995
H 1.39004 1.62223 0.29989 -0.1 -0.1 -0.2 0.0929
H 3.13730 -1.18449 0.10848 -0.3 0.0 0.1 0.1129
H 3.75211 -2.07532 2.35046 -0.1 -0.1 0.0 0.0951
C 0.12437 2.70951 3.27608 0.2 -0.7 0.6 -0.0855
C 0.17945 1.93721 4.64535 -0.3 0.3 -0.9 -0.1183
C -1.25962 1.60641 4.91284 0.1 0.5 -1.1 0.0637
C -2.06950 2.01408 3.86897 0.1 -1.1 0.5 0.0102
C -1.30597 2.59984 2.82403 -0.1 1.9 1.2 -0.0553
C -1.91227 3.40977 1.80143 -0.2 0.1 -0.5 -0.1745
C -3.28351 3.23829 1.45388 0.2 0.0 0.1 0.0087
C -3.85784 4.00076 0.44453 0.0 0.0 0.1 -0.0456
C -3.10997 4.99101 -0.20583 0.2 -0.4 0.2 -0.0264
C -1.78516 5.23343 0.17745 0.2 -0.2 0.4 -0.0414
C -1.18884 4.46417 1.17395 -0.3 -0.2 0.0 0.0027
H 0.35095 3.77421 3.44191 -0.1 -0.2 -0.1 0.1394
H 0.87706 2.32588 2.57425 -0.4 0.1 -0.1 0.1310
H 0.80297 1.03750 4.54467 -0.2 0.1 0.2 0.1401
H 0.62297 2.56297 5.43235 -0.2 -0.2 0.0 0.1327
H -1.59549 1.14157 5.83996 0.0 0.2 -0.3 0.1318
H -3.15800 1.92414 3.82826 0.5 -0.1 0.2 0.1225
H -3.89874 2.52558 2.01536 0.3 0.1 -0.6 0.1178
H -4.90075 3.82848 0.16912 0.4 0.1 0.1 0.1195
H -3.55617 5.57130 -1.01309 0.1 -0.1 0.3 0.1200
H -1.20841 6.02862 -0.29135 -0.2 -0.2 0.1 0.1172
H -0.19327 4.71390 1.54779 -0.2 -0.2 -0.4 0.1223
```
Positions in Å, forces in eV/Å.

ORCA calculation (wB97M-V/def2-TZVPD) on a structure of composition C42H82N2O15S.

## Properties
Gap between HOMO and LUMO ... 8.333 eV
Multiplicity ... 1

```
142
Properties=species:S:1:pos:R:3:forces:R:3:lowdin_charge:R:1
C -4.45179 1.39479 -2.53355 -0.7 0.4 -0.1 -0.1174
O -5.30255 2.00197 -1.57809 0.0 -0.1 0.2 -0.1843
C -5.34958 1.31628 -0.33466 0.3 -0.1 -0.3 -0.2229
C -5.58642 -0.18935 -0.43258 0.1 0.2 0.1 -0.1916
C -6.24793 -0.75973 0.82069 0.5 0.0 -0.5 -0.2020
C -6.85305 -2.13083 0.54576 -0.6 -0.3 0.5 -0.2103
C -6.92665 -3.01564 1.79310 0.5 0.5 0.2 -0.1993
C -5.51970 -3.49252 2.16774 -0.5 -0.3 0.2 -0.2191
C -5.07452 -4.74648 1.40472 0.3 0.0 0.4 -0.1890
C -3.63702 -4.75440 0.86021 -0.2 0.0 -0.4 -0.1738
C -3.20170 -3.46132 0.14731 -0.1 0.1 0.5 -0.1301
C -2.21425 -2.59528 0.88044 0.2 0.2 0.2 -0.1295
C -2.21293 -2.35664 2.23123 0.1 -0.2 -0.8 0.0191
C -1.26797 -1.50571 2.88440 0.5 0.2 -0.2 -0.1881
C -1.40092 -1.28752 4.37737 -0.3 -0.2 -0.4 -0.0454
C -2.63344 -0.45980 4.67671 0.2 -0.3 0.0 -0.5276
O -2.58593 0.70058 4.90761 0.1 1.2 0.1 0.1371
O -3.83165 -1.07475 4.63064 -0.3 -0.4 0.2 0.1116
C -0.26851 -0.89247 2.17669 -0.5 -0.3 0.2 0.0459
C -0.22159 -1.10872 0.77120 0.1 0.1 0.1 -0.3491
N 0.66170 -0.58637 -0.07839 0.3 0.3 -0.1 -0.2359
S 0.27468 -1.09723 -1.54552 -0.4 -0.2 0.3 1.0026
N -1.01246 -2.00493 -1.19539 0.2 0.1 -0.4 -0.2252
C -1.18443 -1.93343 0.12206 -0.4 -0.1 0.4 -0.3167
H -3.53630 0.99572 -2.09803 0.1 -0.1 0.1 0.0866
H -5.01130 0.62532 -3.06429 0.2 -0.4 0.0 0.0780
H -4.21852 2.15512 -3.27208 0.2 0.1 0.0 0.0874
H -4.39629 1.48865 0.17835 0.0 0.0 0.2 0.1255
H -6.14317 1.78277 0.24018 -0.1 0.2 0.0 0.1186
H -6.17217 -0.43801 -1.31567 -0.2 0.1 -0.1 0.1190
H -4.61605 -0.66605 -0.56454 0.1 -0.3 -0.1 0.0982
H -7.01728 -0.07465 1.16803 -0.2 0.0 0.1 0.1150
H -5.48421 -0.79365 1.59820 -0.1 -0.1 0.2 0.1080
H -6.30440 -2.67286 -0.22352 0.1 0.1 -0.2 0.1030
H -7.86559 -1.97186 0.17773 -0.1 -0.1 -0.3 0.1143
H -7.61098 -3.85184 1.67227 0.0 -0.2 -0.1 0.1087
H -7.30798 -2.41328 2.61862 -0.2 0.1 0.1 0.1111
H -4.86212 -2.64524 2.01425 0.3 0.0 -0.1 0.0634
H -5.49482 -3.70223 3.23851 0.1 0.0 0.1 0.1078
H -5.78040 -4.97278 0.60973 0.0 0.2 -0.3 0.1083
H -5.15459 -5.58017 2.09995 -0.1 -0.2 -0.1 0.1062
H -2.92542 -5.04002 1.63115 0.1 0.1 0.2 0.1086
H -3.59709 -5.54648 0.11565 0.1 -0.2 0.0 0.1051
H -2.78659 -3.65724 -0.83327 0.0 -0.2 -0.2 0.1041
H -4.10010 -2.86519 -0.01529 -0.1 0.2 -0.2 0.0955
H -2.95671 -2.84137 2.83914 -0.1 -0.2 0.1 0.0975
H -1.48984 -2.25121 4.87648 0.2 -0.1 0.2 0.1300
H -0.55042 -0.73231 4.74467 0.2 0.0 0.2 0.1216
H -3.73158 -2.02509 4.76044 0.0 0.0 -0.2 0.1031
H 0.45653 -0.25519 2.65413 0.1 0.1 0.0 0.1242
C -3.05933 -0.76070 -5.56677 -0.1 0.1 0.0 -0.1053
O -2.68751 0.56464 -5.87834 0.2 -0.2 -0.2 -0.1951
C -1.44520 0.96991 -5.33025 -0.2 0.1 0.0 -0.1994
C -0.63231 1.77620 -6.32231 0.0 0.2 0.0 -0.1824
O -0.13421 1.05165 -7.43380 0.1 -0.1 0.0 -0.1191
C -1.02548 0.64007 -8.45967 0.0 -0.1 0.0 -0.1793
C -1.57449 1.75021 -9.32839 -0.2 0.0 0.0 -0.1954
O -2.52359 2.54725 -8.63655 0.3 0.1 0.2 -0.1947
C -2.41741 3.92793 -8.89935 -0.1 -0.1 0.0 -0.1161
H -3.52585 -0.81470 -4.57663 0.1 -0.1 0.0 0.0756
H -3.78498 -1.08607 -6.31214 0.0 0.1 0.0 0.0888
H -2.20083 -1.43848 -5.60633 0.0 0.0 0.0 0.0885
H -0.85415 0.10518 -5.00927 0.0 -0.1 0.0 0.1170
H -1.64535 1.60101 -4.45397 0.2 0.0 0.1 0.1215
H 0.26067 2.11738 -5.79159 0.0 0.0 0.0 0.1282
H -1.17080 2.67157 -6.63755 -0.2 -0.1 0.0 0.1172
H -1.82965 0.01811 -8.06383 -0.1 0.1 0.1 0.1166
H -0.42089 0.00234 -9.10929 0.0 0.0 0.0 0.1286
H -2.07754 1.29833 -10.19235 0.2 0.0 -0.1 0.1290
H -0.74376 2.36162 -9.69705 0.0 0.0 0.0 0.1202
H -1.37551 4.26471 -8.85942 0.0 0.0 0.0 0.0862
H -2.97738 4.45456 -8.12735 -0.1 0.0 0.0 0.0873
H -2.84171 4.17873 -9.87826 0.1 0.1 0.0 0.0854
C -0.25569 -2.08855 -14.14379 0.1 0.1 0.1 -0.1125
O 0.37351 -0.83337 -14.00480 -0.2 0.1 -0.2 -0.1962
C 1.33750 -0.54245 -15.00115 0.0 0.0 0.2 -0.2002
C 1.26013 0.89575 -15.46988 0.1 0.1 0.1 -0.1836
O 0.10458 1.23036 -16.22058 0.0 0.0 -0.1 -0.1203
C -1.14674 1.34231 -15.56179 -0.1 -0.1 0.0 -0.1834
C -1.29448 2.53664 -14.64442 -0.1 0.0 0.2 -0.1999
O -0.52858 2.39322 -13.46012 0.3 -0.1 -0.2 -0.2023
C 0.10197 3.57871 -13.02862 -0.2 -0.1 0.1 -0.1150
H 0.36860 -2.89042 -13.73509 0.0 -0.1 -0.1 0.0868
H -1.19054 -2.05280 -13.58468 0.0 0.0 0.1 0.0867
H -0.49024 -2.30764 -15.19028 0.0 0.0 0.0 0.0866
H 1.21787 -1.20192 -15.86743 -0.1 0.0 0.0 0.1228
H 2.33497 -0.70810 -14.57374 0.1 0.0 -0.2 0.1270
H 2.09191 1.04458 -16.16325 0.0 0.0 0.0 0.1281
H 1.41359 1.58949 -14.64158 -0.1 -0.1 0.1 0.1163
H -1.41055 0.41790 -15.04577 0.1 0.0 0.2 0.1170
H -1.87112 1.47334 -16.36963 0.0 0.0 0.0 0.1281
H -2.35187 2.62084 -14.36102 0.0 0.1 -0.1 0.1271
H -1.00984 3.44526 -15.18588 0.1 0.0 0.0 0.1245
H 0.58033 4.10626 -13.86071 0.0 0.0 0.0 0.0870
H 0.87326 3.29872 -12.31186 -0.1 0.0 0.0 0.0872
H -0.61674 4.24499 -12.53795 0.1 0.1 0.0 0.0849
C 3.99344 0.07547 9.61802 0.0 0.0 -0.2 -0.1068
O 2.77480 0.00067 8.90602 -0.1 0.1 0.3 -0.1938
C 2.15361 -1.26905 8.93361 0.0 0.1 -0.1 -0.2043
C 0.65245 -1.16882 9.11231 -0.1 0.0 -0.1 -0.1877
O 0.21879 -0.71957 10.38404 0.0 -0.1 0.1 -0.1210
C 0.37907 0.64738 10.73461 0.1 0.0 0.1 -0.1816
C -0.51804 1.61455 9.99317 0.1 0.2 -0.1 -0.2038
O -0.12440 1.77167 8.64246 0.0 -0.3 0.0 -0.1952
C -1.19966 1.83652 7.72741 0.1 0.1 0.0 -0.1109
H 4.82440 -0.30766 9.01765 0.1 0.0 0.1 0.0853
H 4.18044 1.12508 9.84342 0.0 0.0 -0.1 0.0860
H 3.94214 -0.47276 10.56369 0.0 0.0 0.0 0.0887
H 2.56270 -1.88966 9.73828 0.0 0.0 0.0 0.1227
H 2.34967 -1.77009 7.97554 0.0 -0.2 0.1 0.1252
H 0.25956 -2.18645 9.03116 0.0 0.0 0.0 0.1259
H 0.19637 -0.58905 8.30685 0.1 0.2 0.0 0.1134
H 1.42386 0.95561 10.67448 0.0 0.0 -0.2 0.1169
H 0.09343 0.69423 11.78853 0.0 0.0 0.0 0.1272
H -0.45054 2.59280 10.48764 -0.1 0.0 0.1 0.1269
H -1.55456 1.26612 10.06041 0.0 0.0 0.0 0.1240
H -1.94645 1.06212 7.93286 0.0 0.0 0.0 0.0852
H -0.79911 1.66567 6.73034 0.0 0.1 0.0 0.0772
H -1.68083 2.81976 7.75163 -0.1 0.0 0.0 0.0918
C 10.79706 0.30259 12.81305 0.1 0.0 -0.1 -0.1118
O 10.54924 0.19072 11.42850 -0.3 0.2 0.1 -0.1946
C 9.74447 -0.91431 11.06028 0.2 0.0 -0.1 -0.2001
C 8.73361 -0.55769 9.98993 0.0 0.0 -0.2 -0.1826
O 7.68695 0.30751 10.40156 0.0 0.0 0.0 -0.1300
C 7.97908 1.67330 10.65955 0.0 0.0 0.1 -0.1811
C 8.34079 2.50412 9.44710 0.2 0.1 0.0 -0.1995
O 9.62883 2.18878 8.94657 -0.1 -0.3 0.0 -0.1957
C 9.71133 2.16229 7.53878 0.1 0.1 0.1 -0.1144
H 11.61257 -0.35972 13.12274 0.0 0.0 0.1 0.0869
H 11.08757 1.33349 13.01387 0.1 0.0 0.0 0.0874
H 9.90201 0.07738 13.40170 0.0 0.0 0.0 0.0863
H 9.21067 -1.31730 11.92780 0.0 0.0 0.0 0.1226
H 10.39971 -1.69930 10.66066 -0.1 -0.1 0.0 0.1272
H 8.22918 -1.48724 9.71274 0.0 0.0 0.0 0.1277
H 9.22507 -0.18822 9.08862 0.1 0.1 0.1 0.1162
H 8.72691 1.77944 11.44641 0.2 0.0 -0.1 0.1169
H 7.04499 2.08196 11.05392 0.0 0.0 0.0 0.1258
H 8.33916 3.56056 9.74552 -0.2 0.0 0.0 0.1279
H 7.57673 2.36394 8.67459 0.0 0.0 0.0 0.1236
H 8.87010 1.61621 7.09821 0.0 0.0 0.0 0.0862
H 10.63245 1.64509 7.27318 0.0 0.1 0.0 0.0880
H 9.74184 3.17594 7.12461 -0.1 0.0 -0.1 0.0877
```
Positions in Å, forces in eV/Å.